(1)
84
Properties=species:S:1:pos:R:3:mulliken_charge:R:1 method="wB97M-V/def2-TZVPD" s_squared=8.781 lumo_ev="1.48 / -0.48" energy_ha=-3354.72639 spin_multiplicity=6 total_charge=-1 mol_weight_g_mol=964.8 e_above_lowest_kcal_mol=0.0
Ir 11.117 -24.955 -3.746 3.778
N 13.036 -25.827 -4.079 -0.528
C 13.163 -27.015 -3.204 -0.654
C 12.135 -28.071 -3.508 -0.566
C 10.738 -27.793 -2.835 0.715
O 9.936 -28.636 -2.396 -0.677
O 10.322 -26.474 -2.800 -0.862
H 13.057 -26.080 -5.069 0.281
H 13.807 -25.191 -3.863 0.274
H 12.989 -26.682 -2.164 0.192
H 14.231 -27.310 -3.226 0.495
H 12.373 -29.019 -3.027 0.317
H 11.898 -28.245 -4.555 0.178
F 10.747 -25.867 -6.284 -0.539
P 11.456 -26.907 -7.531 1.328
F 10.131 -26.961 -8.444 -0.367
F 12.147 -27.888 -8.591 -0.349
F 10.870 -28.129 -6.644 -0.363
F 11.999 -25.587 -8.296 -0.360
F 12.779 -26.854 -6.613 -0.493
N 2.092 -21.896 -5.827 -0.630
C 3.168 -22.171 -5.564 0.132
C 4.489 -22.521 -5.271 0.642
C 4.961 -22.326 -3.982 -0.996
C 6.275 -22.670 -3.741 -0.074
C 7.054 -23.200 -4.790 0.087
C 6.569 -23.325 -6.084 -0.771
C 5.268 -22.982 -6.309 -0.709
C 8.351 -23.645 -4.590 0.496
C 9.405 -24.190 -4.199 -1.032
H 4.314 -21.977 -3.206 0.456
H 6.719 -22.463 -2.753 0.627
H 7.170 -23.777 -6.861 0.502
H 4.816 -23.022 -7.342 0.298
N 11.908 -23.317 -4.159 -0.315
P 12.561 -21.913 -3.861 1.161
C 13.061 -21.193 -5.417 0.437
C 13.679 -19.907 -5.368 -0.627
C 14.274 -19.442 -6.522 -0.556
C 14.192 -20.173 -7.747 -0.528
C 13.508 -21.380 -7.774 -0.605
C 12.924 -21.918 -6.588 -0.618
C 11.412 -20.692 -3.222 0.669
C 10.084 -20.675 -3.682 -0.535
C 9.130 -19.873 -3.046 -0.750
C 9.506 -19.068 -1.986 -0.553
C 10.837 -18.990 -1.626 -0.697
C 11.793 -19.819 -2.181 -0.170
C 13.958 -22.004 -2.738 0.756
C 15.299 -21.995 -3.187 -0.862
C 16.254 -22.597 -2.376 -0.536
C 15.905 -23.177 -1.156 -0.828
C 14.667 -22.846 -0.615 -0.760
C 13.659 -22.288 -1.407 -0.494
H 13.765 -19.313 -4.451 0.345
H 14.730 -18.456 -6.574 0.386
H 14.683 -19.747 -8.641 0.356
H 13.440 -21.937 -8.704 0.454
H 12.287 -22.806 -6.660 0.556
H 9.880 -21.302 -4.561 0.436
H 8.084 -19.890 -3.392 0.431
H 8.798 -18.470 -1.419 0.423
H 11.144 -18.263 -0.874 0.380
H 12.812 -19.745 -1.845 0.393
H 15.540 -21.610 -4.173 0.405
H 17.312 -22.565 -2.646 0.395
H 16.580 -23.804 -0.595 0.470
H 14.535 -22.974 0.422 0.453
H 12.659 -22.279 -1.034 0.399
O 11.884 -25.327 0.535 -0.703
C 11.207 -24.305 1.107 0.718
C 11.520 -23.989 2.455 -0.867
C 10.724 -23.034 3.110 -0.364
C 9.526 -22.558 2.543 -0.640
C 9.230 -22.951 1.254 -0.497
C 10.131 -23.698 0.467 0.319
C 9.894 -23.972 -1.034 0.140
O 8.747 -24.066 -1.468 -0.603
O 11.064 -24.132 -1.672 -0.961
H 11.793 -25.121 -0.445 0.141
H 12.284 -24.504 3.022 0.438
H 11.070 -22.567 4.041 0.334
H 8.807 -21.955 3.060 0.418
H 8.352 -22.550 0.794 0.430


(2)
76
Properties=species:S:1:pos:R:3:mulliken_charge:R:1 method="wB97M-V/def2-TZVPD" s_squared=6.028 lumo_ev="-8.61 / -12.31" energy_ha=-2623.79339 spin_multiplicity=5 total_charge=+3 mol_weight_g_mol=819.9
Pt 0.275 0.018 -0.076 1.633
O -0.403 -3.874 5.773 -0.594
N -0.616 -2.705 6.014 1.061
O -0.965 -2.249 7.072 -0.568
C -0.491 -1.756 4.871 -0.487
C -0.993 -0.520 5.057 -0.626
C -0.977 0.446 3.999 0.919
C -1.474 1.756 4.139 -0.607
C -1.410 2.620 3.073 -1.033
C -0.851 2.179 1.871 -0.140
N -0.382 0.948 1.725 -0.494
C -0.442 0.078 2.768 -0.213
C 0.096 -1.244 2.582 0.374
N 0.618 -1.520 1.357 -0.451
C 1.211 -2.680 1.131 -0.336
C 1.308 -3.646 2.131 -0.949
C 0.758 -3.408 3.367 -0.490
C 0.112 -2.177 3.625 0.671
H -1.418 -0.267 6.020 0.619
H -1.899 2.072 5.084 0.528
H -1.777 3.634 3.146 0.482
H -0.784 2.831 1.011 0.593
H 1.620 -2.833 0.140 0.615
H 1.818 -4.576 1.926 0.478
H 0.820 -4.154 4.145 0.650
C -4.144 3.646 -1.354 -0.548
C -2.761 3.782 -1.376 -0.740
C -1.962 2.658 -1.496 -0.406
C -2.524 1.377 -1.606 0.784
C -3.921 1.266 -1.585 -0.464
C -4.723 2.390 -1.468 -0.771
Si -1.407 -0.067 -1.887 -0.301
C -0.512 -0.133 -3.490 0.497
C -0.806 0.826 -4.471 -0.315
C -0.189 0.777 -5.712 -0.797
C 0.742 -0.214 -5.985 -0.512
C 1.063 -1.164 -5.017 -0.881
C 0.450 -1.114 -3.780 -0.006
C -2.471 -1.662 -1.626 0.457
C -3.270 -1.838 -0.446 -0.025
C -4.028 -2.954 -0.269 -0.693
C -4.052 -3.945 -1.292 -0.384
C -3.294 -3.785 -2.481 -0.674
C -2.542 -2.659 -2.649 -0.336
H -4.771 4.523 -1.260 0.443
H -2.315 4.767 -1.320 0.494
H -0.882 2.782 -1.555 0.608
H -4.400 0.299 -1.697 0.441
H -5.800 2.293 -1.476 0.465
H -1.537 1.600 -4.269 0.420
H -0.435 1.508 -6.470 0.450
H 1.221 -0.251 -6.954 0.451
H 1.787 -1.937 -5.241 0.484
H 0.713 -1.856 -3.031 0.467
H -3.263 -1.055 0.303 0.565
H -4.631 -3.102 0.616 0.501
H -4.671 -4.826 -1.168 0.461
H -3.343 -4.553 -3.242 0.487
H -1.980 -2.503 -3.562 0.454
C 3.932 1.502 -2.234 -1.075
S 3.001 1.684 -0.728 0.383
O 2.263 0.281 -0.699 -0.375
C 4.237 1.617 0.513 0.815
C 4.439 2.788 1.235 -0.460
C 5.460 2.817 2.175 -0.640
C 6.237 1.688 2.386 -0.445
C 6.009 0.517 1.665 -0.785
C 5.012 0.476 0.709 -0.391
H 4.504 0.578 -2.182 0.369
H 4.597 2.365 -2.291 0.456
H 3.233 1.505 -3.068 0.373
H 3.825 3.664 1.063 0.421
H 5.648 3.721 2.738 0.432
H 7.037 1.718 3.114 0.434
H 6.628 -0.352 1.839 0.429
H 4.840 -0.419 0.124 0.348


(3)
88
Properties=species:S:1:pos:R:3:mulliken_charge:R:1 method="wB97M-V/def2-TZVPD" smiles="O=C1C=C(O)C(=O)C=C1O.O=C1C=C(O)C(=O)C=C1O.O=C1C=C(O)C(=O)C=C1O.O=C1C=C(O)C(=O)C=C1O.O=C1C=C(O)C(=O)C=C1O.[SiH3]Cc1ccccc1" lumo_ev=-1.97 energy_ha=-3221.86148 total_charge=0 mol_weight_g_mol=822.7
O -2.058 -2.337 -2.387 -0.594
C -1.718 -2.982 -3.373 0.945
C -1.684 -4.453 -3.375 -1.004
C -1.294 -5.125 -4.460 0.347
O -1.262 -6.507 -4.470 -0.569
C -0.877 -4.415 -5.701 0.927
O -0.506 -5.059 -6.676 -0.640
C -0.935 -2.945 -5.707 -0.542
C -1.328 -2.273 -4.623 0.194
O -1.387 -0.892 -4.622 -0.511
H -1.987 -4.956 -2.466 0.438
H -0.944 -6.754 -5.366 0.349
H -0.646 -2.443 -6.621 0.453
H -1.699 -0.645 -3.724 0.113
O 2.303 5.191 7.312 -0.663
C 2.181 4.583 6.255 0.545
C 0.866 4.201 5.716 -0.835
C 0.769 3.524 4.570 0.236
O -0.464 3.165 4.056 -0.633
C 1.980 3.130 3.799 1.038
O 1.859 2.492 2.759 -0.591
C 3.293 3.532 4.325 -0.684
C 3.391 4.212 5.470 0.590
O 4.622 4.596 5.969 -0.597
H -0.006 4.492 6.287 0.451
H -0.269 2.684 3.222 0.282
H 4.165 3.254 3.746 0.486
H 4.427 5.071 6.806 0.399
O -5.158 -4.233 -9.041 -0.615
C -5.278 -3.187 -8.412 0.839
C -6.581 -2.710 -7.923 -0.867
C -6.679 -1.559 -7.255 0.313
O -7.899 -1.106 -6.790 -0.565
C -5.481 -0.717 -6.986 0.843
O -5.605 0.346 -6.386 -0.606
C -4.175 -1.205 -7.454 -0.750
C -4.076 -2.358 -8.118 0.386
O -2.851 -2.825 -8.560 -0.540
H -7.443 -3.331 -8.128 0.415
H -7.708 -0.253 -6.342 0.346
H -3.310 -0.592 -7.235 0.466
H -3.044 -3.675 -9.012 0.339
O 1.734 1.515 8.058 -0.604
C 2.784 1.004 8.431 1.063
C 2.907 -0.440 8.685 -1.021
C 4.060 -0.963 9.106 0.388
O 4.184 -2.320 9.344 -0.569
C 5.258 -0.109 9.337 0.860
O 6.299 -0.616 9.742 -0.607
C 5.142 1.331 9.060 -0.745
C 3.990 1.853 8.636 0.279
O 3.874 3.206 8.371 -0.491
H 2.028 -1.049 8.515 0.427
H 5.111 -2.449 9.641 0.349
H 6.025 1.937 9.215 0.436
H 2.945 3.336 8.080 0.238
O 2.955 -0.456 2.895 -0.512
C 3.294 -1.101 1.909 0.908
C 3.329 -2.572 1.907 -1.002
C 3.719 -3.244 0.822 0.378
O 3.751 -4.626 0.812 -0.569
C 4.136 -2.534 -0.418 0.936
O 4.507 -3.178 -1.394 -0.621
C 4.078 -1.064 -0.424 -0.711
C 3.685 -0.392 0.659 0.281
O 3.626 0.989 0.660 -0.549
H 3.026 -3.075 2.816 0.429
H 4.068 -4.873 -0.084 0.347
H 4.367 -0.561 -1.339 0.457
H 3.314 1.236 1.558 0.227
Si -4.464 0.954 -3.144 0.666
C -3.296 2.428 -3.686 -0.888
C -2.366 2.749 -2.340 0.454
C -3.008 3.770 -1.222 -0.435
C -2.083 4.041 0.137 -0.441
C -0.624 3.288 0.248 -0.393
C -0.007 2.256 -0.900 -0.498
C -0.918 1.987 -2.236 -0.210
H -4.535 -0.120 -4.125 -0.175
H -5.744 1.553 -2.790 -0.258
H -3.933 0.359 -1.896 -0.108
H -2.622 2.169 -4.608 0.344
H -3.900 3.400 -3.945 0.437
H -4.081 4.249 -1.385 0.250
H -2.557 4.749 0.948 0.281
H 0.033 3.484 1.201 0.457
H 1.019 1.692 -0.808 0.302
H -0.614 1.272 -3.123 0.280